{
  "formula": "C33H53IrN2O2P2",
  "method": "ωB97M-V/def2-TZVPD",
  "species": ["C", "C", "C", "C", "C", "H", "H", "H", "N", "P", "P", "C", "H", "H", "C", "H", "C", "C", "C", "C", "C", "H", "H", "H", "C", "H", "H", "H", "C", "H", "H", "H", "C", "H", "H", "H", "C", "H", "H", "H", "C", "H", "H", "H", "C", "H", "H", "H", "C", "H", "H", "H", "C", "H", "H", "H", "C", "H", "H", "H", "C", "H", "H", "H", "C", "H", "H", "H", "Ir", "C", "O", "N", "C", "C", "C", "C", "C", "H", "C", "H", "C", "H", "H", "H", "C", "C", "O", "H", "H", "H", "H", "H", "H"],
  "xyz": [[-1.5666, -0.3822, -2.7771], [-2.7242, -1.6950, -1.1913], [-2.4875, -0.7851, -3.7203], [-3.3908, -2.4242, -2.2239], [-3.3600, -1.8568, -3.5170], [-2.4007, -0.2510, -4.6720], [-4.0317, -3.2824, -1.9694], [-4.0363, -2.1672, -4.3046], [-1.6806, -0.8132, -1.5091], [0.9990, 0.4728, -2.0015], [-2.0100, -0.9613, 1.3518], [-0.4459, 0.5837, -3.1222], [-0.1566, 0.3705, -4.1548], [-0.8612, 1.6033, -3.1286], [-3.1647, -1.8354, 0.1607], [-3.4509, -2.8671, 0.4297], [-1.1917, -1.8047, 2.9691], [-3.6436, -0.0657, 1.7906], [2.0127, -0.8961, -2.8843], [1.9164, 2.1445, -2.2723], [0.3262, -1.6421, 3.1403], [0.6479, -0.5994, 3.2050], [0.6315, -2.1095, 4.0932], [0.8857, -2.1396, 2.3499], [-1.7787, -1.1866, 4.2481], [-1.5216, -0.1213, 4.3336], [-2.8616, -1.3138, 4.3318], [-1.3292, -1.6844, 5.1228], [-1.4728, -3.3045, 2.8739], [-1.0367, -3.8122, 3.7457], [-2.5431, -3.5232, 2.8607], [-1.0040, -3.7389, 1.9835], [-3.4326, 1.0995, 2.7298], [-2.5813, 1.7361, 2.4248], [-4.3526, 1.7098, 2.6625], [-3.3139, 0.7957, 3.7813], [-4.2909, 0.4686, 0.4832], [-3.5843, 1.1191, -0.0483], [-4.5899, -0.3504, -0.2016], [-5.2128, 1.0065, 0.7225], [-4.5225, -1.2002, 2.3909], [-4.1031, -2.2144, 2.3012], [-4.7489, -1.0514, 3.4502], [-5.4573, -1.2225, 1.8224], [3.2903, 2.0371, -1.5858], [3.7237, 3.0440, -1.4993], [3.1949, 1.6262, -0.5717], [4.0032, 1.4365, -2.1618], [1.1352, 3.2796, -1.5915], [0.1295, 3.3965, -2.0100], [1.0761, 3.1392, -0.5069], [1.6710, 4.2250, -1.7672], [2.1003, 2.5622, -3.7436], [2.3987, 3.6215, -3.7594], [2.9016, 2.0211, -4.2530], [1.1770, 2.4728, -4.3276], [1.1272, -2.0955, -3.2829], [1.7714, -2.8288, -3.7839], [0.6734, -2.5836, -2.4213], [0.3445, -1.8098, -3.9950], [3.1548, -1.3082, -1.9252], [2.7852, -1.6978, -0.9809], [3.7330, -2.1137, -2.4006], [3.8111, -0.4602, -1.6940], [2.6981, -0.4430, -4.1862], [2.0002, 0.0122, -4.9052], [3.5543, 0.2242, -4.0004], [3.1116, -1.3503, -4.6606], [-0.3159, -0.0533, -0.0066], [-1.1081, 1.6169, 0.0608], [-1.5438, 2.7054, 0.1245], [1.0456, -1.8825, 0.0526], [1.3512, -3.0160, -0.1987], [0.9899, -4.4300, -0.1300], [2.0151, -5.3462, 0.1969], [-0.3149, -4.9963, -0.4130], [1.8422, -6.7435, -0.0223], [3.0024, -5.0540, 0.5717], [-0.4676, -6.3859, -0.5971], [-1.1878, -4.3314, -0.4811], [0.6087, -7.2702, -0.4499], [2.6598, -7.4304, 0.0699], [-1.4537, -6.7165, -0.8686], [0.4294, -8.3256, -0.6740], [2.7363, 2.6782, 2.2965], [1.4700, 1.8575, 2.3422], [1.4499, 0.8150, 1.2988], [3.6095, 2.0992, 2.6143], [2.6254, 3.5070, 2.9990], [2.9272, 3.1027, 1.3057], [1.3466, 1.3588, 3.3126], [0.5776, 2.4635, 2.1595], [2.0683, 0.0981, 1.5218]],
  "forces_ev_per_a": [[0.29, -0.11, 1.29], [0.33, -0.65, -0.83], [-0.14, -0.04, -1.43], [-0.18, 1.16, -0.27], [0.41, 0.26, 1.05], [-0.39, -0.50, 0.12], [0.23, 0.65, -0.13], [0.19, -0.22, 0.03], [-1.68, -0.84, -1.00], [0.05, 0.41, -2.57], [-2.31, 0.00, 0.25], [-0.82, -0.12, -0.35], [0.17, 0.18, 0.09], [0.15, -0.12, 0.13], [4.44, -2.70, -0.35], [-0.66, 0.80, -0.14], [0.24, -0.43, 0.57], [0.53, 0.26, 0.31], [0.55, -0.54, 0.69], [0.34, 0.50, 0.67], [0.42, 0.14, -0.45], [-0.20, -0.12, -0.04], [-0.39, 0.10, -0.36], [-0.01, 0.07, 0.05], [-0.52, 0.24, 0.00], [-0.10, -0.34, -0.03], [0.26, 0.08, 0.02], [-0.07, 0.00, -0.43], [-0.24, -0.15, -0.14], [-0.12, 0.20, -0.14], [0.10, -0.09, 0.02], [-0.08, 0.03, 0.07], [-0.48, 0.76, 0.51], [-0.41, -0.20, 0.20], [0.51, -0.02, 0.28], [-0.01, 0.24, -0.56], [0.25, -0.46, -0.17], [-0.44, 0.04, 0.01], [0.02, 0.64, 0.40], [0.26, 0.13, 0.11], [-0.27, -0.14, 0.05], [-0.14, 0.45, 0.20], [-0.02, 0.18, -0.24], [-0.01, -0.06, 0.28], [0.11, 0.01, 0.06], [-0.16, -0.22, -0.04], [0.14, 0.09, -0.20], [-0.20, 0.16, 0.16], [-0.15, -0.13, 0.17], [0.09, 0.05, 0.11], [-0.06, 0.02, -0.11], [-0.16, -0.34, 0.05], [-0.02, -0.28, -0.36], [-0.19, -0.28, 0.15], [-0.35, 0.15, 0.16], [0.18, 0.09, 0.04], [-0.02, 0.17, 0.26], [-0.15, 0.13, 0.14], [-0.13, 0.03, -0.13], [0.17, -0.10, 0.08], [0.08, -0.21, 0.05], [0.44, 0.29, -0.49], [0.02, 0.33, 0.04], [-0.05, -0.40, -0.28], [0.03, 0.44, -0.22], [0.32, -0.09, 0.16], [-0.46, -0.27, -0.13], [-0.21, 0.32, 0.24], [2.38, -0.91, 1.48], [-1.77, 5.23, 0.48], [1.51, -4.34, -0.35], [-0.97, -0.23, -0.13], [-2.28, -0.63, 0.47], [2.65, 0.53, 1.11], [0.19, -1.29, 0.00], [-0.69, -0.36, -0.53], [0.89, 2.09, 0.47], [-0.48, 0.27, -0.36], [0.85, 0.11, -0.11], [0.43, -0.33, 0.06], [-3.28, 0.19, -0.88], [0.52, -0.01, 0.25], [-0.12, -0.39, -0.04], [0.40, 0.35, 0.26], [0.07, 0.04, 0.08], [0.03, -0.14, -0.06], [0.39, -0.13, 0.36], [-0.13, 0.04, -0.10], [0.06, -0.01, -0.02], [-0.12, -0.10, 0.16], [0.03, 0.17, -0.19], [0.14, -0.08, -0.06], [-0.01, 0.29, 0.00]],
  "spin_multiplicity": 6,
  "charge": 3,
  "largest_force_ha_per_bohr": 0.1078,
  "s_squared": 8.84,
  "orbital_gap_ev": [5.200, 5.544]
}